Entry 1:
{"formula": "C37H77N10O4P3", "method": "ωB97M-V with the def2-TZVPD basis set", "lumo_energy_ev": -0.305, "homo_lumo_gap_ev": 7.669, "smiles": "CCCCCCCCCCCc1c(CCCN)cc([PH2]=N)c2nc(CCOC=O)cnc12.CN(C)P(=O)(N(C)C)N(C)C.CN(C)P(=O)(N(C)C)N(C)C", "molar_mass_da": 819.01, "e_tot_ev": -90570.3315, "max_force_ev_per_a": 6.42, "species": ["C", "C", "C", "C", "C", "C", "C", "C", "C", "C", "C", "C", "C", "C", "C", "C", "N", "C", "C", "P", "N", "C", "N", "C", "C", "C", "O", "C", "O", "C", "N", "C", "H", "H", "H", "H", "H", "H", "H", "H", "H", "H", "H", "H", "H", "H", "H", "H", "H", "H", "H", "H", "H", "H", "H", "H", "H", "H", "H", "H", "H", "H", "H", "H", "H", "H", "H", "H", "H", "H", "H", "H", "H", "C", "N", "C", "P", "O", "N", "C", "C", "N", "C", "C", "H", "H", "H", "H", "H", "H", "H", "H", "H", "H", "H", "H", "H", "H", "H", "H", "H", "H", "C", "N", "C", "P", "O", "N", "C", "C", "N", "C", "C", "H", "H", "H", "H", "H", "H", "H", "H", "H", "H", "H", "H", "H", "H", "H", "H", "H", "H"], "positions_angstrom": [[2.065, -3.040, 2.795], [0.508, -3.184, 2.606], [-0.196, -3.667, 3.910], [-1.501, -2.828, 4.070], [-2.663, -3.397, 3.193], [-3.220, -2.404, 2.134], [-4.722, -2.050, 2.331], [-5.091, -1.520, 3.742], [-4.948, 0.020, 3.819], [-3.467, 0.363, 4.209], [-3.003, 1.751, 3.670], [-1.868, 1.641, 2.661], [-2.092, 1.514, 1.323], [-3.480, 1.440, 0.696], [-4.241, 2.780, 0.651], [-5.675, 2.493, 0.156], [-5.686, 1.793, -1.136], [-0.977, 1.443, 0.417], [0.280, 1.508, 0.911], [1.682, 1.475, -0.283], [2.714, 2.625, 0.085], [0.560, 1.600, 2.305], [1.864, 1.610, 2.693], [1.985, 1.651, 3.996], [3.405, 1.657, 4.571], [4.251, 0.576, 3.871], [4.650, 1.013, 2.570], [5.143, 0.030, 1.795], [4.684, -1.091, 1.721], [0.894, 1.721, 4.907], [-0.359, 1.750, 4.531], [-0.528, 1.667, 3.180], [2.562, -3.633, 2.024], [2.331, -1.979, 2.720], [2.310, -3.376, 3.808], [0.156, -2.193, 2.286], [0.245, -3.870, 1.787], [0.423, -3.404, 4.779], [-0.419, -4.740, 3.880], [-1.841, -2.828, 5.118], [-1.224, -1.794, 3.830], [-3.479, -3.684, 3.865], [-2.265, -4.260, 2.646], [-2.615, -1.488, 2.066], [-3.176, -2.907, 1.155], [-5.312, -2.948, 2.091], [-5.041, -1.285, 1.608], [-6.140, -1.771, 3.961], [-4.488, -1.950, 4.553], [-5.205, 0.530, 2.883], [-5.601, 0.439, 4.598], [-2.795, -0.447, 3.922], [-3.483, 0.415, 5.307], [-2.661, 2.334, 4.531], [-3.871, 2.282, 3.268], [-4.050, 0.672, 1.235], [-3.344, 1.070, -0.329], [-3.705, 3.466, -0.017], [-4.337, 3.269, 1.626], [-6.191, 1.890, 0.929], [-6.254, 3.419, 0.048], [-5.449, 0.812, -1.021], [-6.636, 1.783, -1.495], [-1.192, 1.365, -0.648], [1.226, 1.751, -1.597], [2.341, 0.223, -0.255], [2.783, 3.285, -0.687], [3.329, 1.334, 5.617], [3.875, 2.642, 4.466], [5.157, 0.348, 4.453], [3.647, -0.341, 3.861], [6.012, 0.267, 1.154], [1.107, 1.762, 5.975], [-1.434, -4.605, -3.733], [-0.862, -4.991, -2.456], [-0.578, -3.809, -1.657], [-1.551, -6.262, -1.501], [-2.869, -5.582, -1.174], [-2.194, -7.571, -2.395], [-1.886, -7.879, -3.772], [-3.556, -7.984, -2.078], [0.003, -7.133, -1.495], [0.288, -7.706, -0.168], [1.243, -6.634, -2.078], [-0.841, -3.803, -4.180], [-2.473, -4.264, -3.649], [-1.388, -5.422, -4.451], [-0.042, -4.091, -0.742], [-1.495, -3.285, -1.361], [0.065, -3.113, -2.200], [-2.520, -7.313, -4.465], [-2.050, -8.943, -3.969], [-0.840, -7.690, -4.016], [-4.302, -7.347, -2.569], [-3.733, -7.948, -1.006], [-3.722, -9.018, -2.391], [0.575, -6.933, 0.553], [1.086, -8.448, -0.222], [-0.600, -8.216, 0.218], [1.641, -5.758, -1.555], [1.120, -6.393, -3.130], [1.999, -7.423, -2.033], [3.023, 7.115, -6.077], [4.109, 7.296, -5.130], [4.880, 8.482, -5.478], [3.846, 7.168, -3.421], [2.948, 8.380, -3.260], [2.706, 5.983, -2.953], [2.256, 4.881, -3.767], [1.643, 6.406, -2.048], [5.090, 5.897, -3.301], [5.928, 6.083, -2.103], [5.924, 5.438, -4.404], [3.398, 7.216, -7.098], [2.208, 7.836, -5.933], [2.616, 6.107, -6.024], [5.767, 8.560, -4.838], [4.296, 9.403, -5.357], [5.237, 8.423, -6.509], [1.428, 5.173, -4.425], [1.900, 4.062, -3.133], [3.053, 4.456, -4.378], [0.826, 6.909, -2.582], [2.025, 7.090, -1.294], [1.231, 5.546, -1.514], [6.619, 6.924, -2.220], [6.503, 5.183, -1.881], [5.296, 6.282, -1.231], [6.626, 6.201, -4.758], [5.325, 5.092, -5.241], [6.509, 4.575, -4.071]], "mulliken_charge": [-1.064, 1.250, -1.525, 0.004, -1.084, 0.405, -1.039, -0.960, -0.333, 0.728, -1.262, 0.253, 1.088, -0.338, -0.361, -0.636, -0.684, -1.322, 1.097, 0.604, -0.628, -0.857, -0.167, 0.672, -0.679, -0.477, -0.156, -0.003, -0.433, -0.987, -0.479, 0.582, 0.284, 0.046, 0.391, -0.029, -0.523, 0.518, 0.415, 0.458, -0.211, 0.512, 0.455, -0.256, 0.336, 0.445, 0.299, 0.427, 0.403, -0.080, 0.446, -1.078, 0.453, 0.644, 0.225, -1.215, 0.967, 0.411, 0.265, 0.245, 0.465, 0.249, 0.259, 0.411, -0.014, -0.025, 0.118, 0.386, 0.296, 0.472, 0.186, 0.387, 0.376, -1.081, 0.259, -1.156, 0.875, -0.906, 0.206, -1.080, -0.972, 0.064, -1.020, -0.882, 0.363, 0.295, 0.298, 0.101, 0.366, 0.409, 0.375, 0.369, 0.242, 0.284, 0.305, 0.340, 0.277, 0.382, 0.338, 0.249, 0.280, 0.406, -1.030, 0.197, -1.210, 0.698, -0.901, 0.495, -0.836, -1.013, 0.103, -1.125, -0.969, 0.391, 0.279, 0.263, 0.363, 0.329, 0.346, 0.357, 0.056, 0.250, 0.284, 0.319, 0.305, 0.320, 0.381, 0.356, 0.300, 0.276, 0.405]}



Entry 2:
{"formula": "C37H77N4O7P2S2SbSi3Ti", "method": "ωB97M-V with the def2-TZVPD basis set", "lumo_energy_ev": [2.378, 2.378], "homo_lumo_gap_ev": [6.019, 7.174], "spin_multiplicity": 2, "molar_mass_da": 1070.01, "e_tot_ev": -153456.9523, "max_force_ev_per_a": 2.20, "charge": -1, "s_squared": 0.7520, "species": ["Ti", "O", "C", "O", "C", "C", "C", "C", "C", "O", "C", "C", "O", "O", "H", "H", "H", "H", "H", "H", "H", "H", "C", "P", "C", "C", "O", "H", "H", "H", "H", "H", "H", "H", "H", "H", "C", "O", "C", "S", "S", "H", "H", "H", "C", "Si", "C", "C", "Sb", "Si", "C", "C", "C", "Si", "C", "C", "C", "H", "H", "H", "H", "H", "H", "H", "H", "H", "H", "H", "H", "H", "H", "H", "H", "H", "H", "H", "H", "H", "H", "H", "H", "H", "H", "H", "N", "P", "N", "C", "C", "C", "C", "C", "N", "C", "C", "C", "C", "C", "N", "C", "C", "C", "C", "C", "H", "H", "H", "H", "H", "H", "H", "H", "H", "H", "H", "H", "H", "H", "H", "H", "H", "H", "H", "H", "H", "H", "H", "H", "H", "H", "H", "H", "H", "H"], "positions_angstrom": [[0.663, 0.283, -0.043], [3.495, 1.708, -2.581], [2.486, 1.199, -2.110], [2.124, 1.247, -0.896], [1.516, 0.486, -3.106], [0.060, 0.921, -2.864], [-0.798, 0.548, -4.086], [-0.920, -0.976, -3.899], [-0.105, -1.185, -2.615], [-0.386, 0.000, -1.879], [1.400, -1.038, -2.888], [2.104, -1.607, -1.638], [2.920, -2.513, -1.789], [1.668, -1.233, -0.511], [1.869, 0.723, -4.114], [-0.068, 1.931, -2.470], [-0.328, 0.829, -5.029], [-1.770, 1.035, -4.020], [-0.526, -1.548, -4.737], [-1.956, -1.269, -3.725], [-0.385, -2.071, -2.035], [1.749, -1.608, -3.753], [-0.078, -1.927, 3.378], [0.352, -0.191, 2.967], [1.244, 0.308, 4.501], [-1.102, 0.905, 2.978], [1.327, 0.024, 1.839], [0.341, -2.194, 4.345], [0.313, -2.583, 2.604], [-1.159, -2.028, 3.401], [0.572, 0.251, 5.351], [1.620, 1.321, 4.388], [2.090, -0.358, 4.647], [-1.057, 1.560, 3.847], [-2.028, 0.326, 2.999], [-1.079, 1.473, 2.039], [-4.737, -1.988, -0.585], [-3.347, -1.771, -0.534], [-2.869, -1.115, 0.558], [-3.889, -0.438, 1.681], [-1.162, -1.252, 0.696], [-4.912, -2.592, -1.475], [-5.282, -1.038, -0.647], [-5.075, -2.522, 0.307], [-1.982, -4.958, 2.222], [-0.863, -5.688, 0.842], [-2.065, -5.755, -0.657], [-0.587, -7.522, 1.353], [0.869, -3.934, -0.007], [1.880, -5.502, -1.848], [3.754, -5.409, -2.256], [0.935, -4.917, -3.424], [1.530, -7.391, -1.721], [2.831, -4.366, 1.670], [3.483, -6.177, 1.605], [2.555, -4.095, 3.573], [4.211, -3.139, 1.189], [-2.902, -5.525, 2.335], [-2.255, -3.940, 1.963], [-1.491, -4.935, 3.190], [-2.968, -6.324, -0.454], [-1.589, -6.187, -1.533], [-2.363, -4.740, -0.911], [-1.529, -8.034, 1.520], [-0.007, -7.594, 2.266], [-0.054, -8.063, 0.582], [4.044, -4.373, -2.367], [4.008, -5.933, -3.173], [4.352, -5.832, -1.455], [1.334, -3.960, -3.744], [-0.117, -4.771, -3.188], [0.996, -5.601, -4.267], [1.910, -7.787, -0.787], [1.998, -7.947, -2.527], [0.467, -7.595, -1.754], [2.690, -6.862, 1.890], [4.323, -6.340, 2.273], [3.796, -6.436, 0.601], [1.641, -4.568, 3.922], [2.500, -3.035, 3.801], [3.378, -4.510, 4.149], [4.401, -3.207, 0.124], [5.149, -3.288, 1.718], [3.866, -2.124, 1.381], [-0.330, 1.858, 0.084], [-0.418, 3.370, -0.140], [0.304, 4.275, 1.121], [1.102, 3.606, 2.120], [0.625, 4.024, 3.513], [0.742, 5.538, 3.659], [-0.041, 6.221, 2.543], [0.455, 5.706, 1.190], [0.163, 4.274, -1.491], [1.584, 4.509, -1.622], [1.822, 5.938, -2.121], [1.102, 6.156, -3.451], [-0.376, 5.797, -3.303], [-0.488, 4.364, -2.774], [-2.050, 3.811, -0.238], [-2.940, 2.898, 0.469], [-4.394, 3.215, 0.162], [-4.749, 4.604, 0.712], [-3.517, 5.521, 0.703], [-2.603, 5.129, -0.454], [2.164, 3.883, 2.013], [1.015, 2.525, 1.956], [1.220, 3.527, 4.281], [-0.418, 3.729, 3.638], [1.793, 5.825, 3.585], [0.375, 5.863, 4.635], [0.075, 7.307, 2.596], [-1.101, 5.986, 2.645], [1.518, 5.987, 1.079], [-0.106, 6.166, 0.380], [2.041, 3.804, -2.333], [2.062, 4.341, -0.654], [2.895, 6.106, -2.236], [1.437, 6.649, -1.387], [1.556, 5.524, -4.218], [1.208, 7.195, -3.770], [-0.892, 5.878, -4.263], [-0.851, 6.486, -2.600], [-0.001, 3.707, -3.514], [-1.529, 4.055, -2.671], [-2.802, 2.955, 1.559], [-2.678, 1.883, 0.155], [-5.014, 2.448, 0.626], [-4.556, 3.168, -0.918], [-5.113, 4.504, 1.735], [-5.547, 5.046, 0.111], [-2.963, 5.414, 1.638], [-3.816, 6.569, 0.613], [-1.790, 5.842, -0.574], [-3.197, 5.142, -1.383]], "lowdin_spin": [0.908, 0.000, 0.005, 0.035, 0.001, 0.004, 0.001, 0.000, 0.000, 0.011, 0.001, 0.000, -0.001, -0.001, 0.000, 0.000, 0.000, 0.000, 0.000, 0.000, 0.000, 0.000, 0.001, 0.003, 0.000, 0.001, 0.029, 0.000, 0.000, 0.000, 0.000, 0.000, 0.000, 0.000, 0.000, 0.000, 0.000, 0.001, 0.003, 0.003, 0.009, 0.000, 0.000, 0.000, 0.000, 0.000, 0.000, 0.000, 0.000, 0.000, 0.000, 0.000, 0.000, 0.000, 0.000, 0.000, 0.000, 0.000, 0.000, 0.000, 0.000, 0.000, 0.000, 0.000, 0.000, 0.000, 0.000, 0.000, 0.000, 0.000, 0.000, 0.000, 0.000, 0.000, 0.000, 0.000, 0.000, 0.000, 0.000, 0.000, 0.000, 0.000, 0.000, 0.000, -0.012, -0.004, -0.001, 0.000, 0.000, 0.000, 0.000, 0.000, -0.001, 0.000, 0.000, 0.000, 0.000, 0.000, -0.001, 0.000, 0.000, 0.000, 0.000, 0.000, 0.000, 0.000, 0.000, 0.000, 0.000, 0.000, 0.000, 0.000, 0.000, 0.000, 0.000, 0.000, 0.000, 0.000, 0.000, 0.000, 0.000, 0.000, 0.000, 0.000, 0.000, 0.000, 0.000, 0.000, 0.000, 0.000, 0.000, 0.000, 0.000, 0.000]}